No. 1
C3H6BrHfO3 | the ωB97M-V functional and the def2-TZVPD basis

The geometry in ORCA input format:
```
! wB97M-V def2-TZVPD RIJCOSX def2/J DEFGRID3
* xyz 3 1
Hf 0.50521 3.19186 -6.91019
Br 0.89686 2.22410 -4.19862
C 0.17025 -0.63009 3.33614
O -0.13954 0.05497 2.13397
C 0.00443 -0.57766 0.91600
O 0.42571 -1.73083 0.63831
O -0.44684 0.29144 0.00045
C -0.46469 -0.06685 -1.40609
H 1.17127 -1.05605 3.40400
H -0.58705 -1.39505 3.50771
H 0.16522 0.13894 4.10858
H 0.35806 0.17728 -2.07809
H -1.31461 0.47420 -1.82201
H -0.74423 -1.09629 -1.63013
*
```

LUMO energy ... -18.092 eV
HOMO-LUMO gap ... 0.06615 hartree
F_max ... 4.34 eV Å⁻¹

Charge distribution, Mulliken scheme, values in e: number 1, Hf, carries 1.59; number 2, Br, carries 0.16; number 3, C, carries -0.48; number 4, O, carries -0.09; number 5, C, carries 0.78; number 6, O, carries -0.23; number 7, O, carries -0.13; number 8, C, carries -0.54; number 9, H, carries 0.37; number 10, H, carries 0.37; number 11, H, carries 0.29; number 12, H, carries 0.17; number 13, H, carries 0.36; number 14, H, carries 0.38

No. 2
C6H12N2O4 | the ωB97M-V functional and the def2-TZVPD basis

The geometry in ORCA input format:
```
! wB97M-V def2-TZVPD RIJCOSX def2/J DEFGRID3
* xyz 0 3
C 2.08304 -0.89011 -0.41667
C -1.97564 0.24721 -1.02199
C -1.17024 -1.94311 1.07300
C -1.19426 1.16962 -0.09477
C 0.97031 -1.05394 0.62518
C 0.30023 1.45614 -0.43351
N 0.97907 2.11290 0.45121
N -0.05423 -1.68711 0.19449
O 3.03294 -0.17023 -0.28572
O 1.96146 -1.68491 -1.45741
O 2.16622 2.50784 -0.08637
O 0.77313 2.30314 1.63496
H -1.97831 0.53752 -2.00442
H -2.97520 0.12069 -0.72504
H -1.60026 -0.74084 -1.19412
H -1.18167 -3.02489 1.21345
H -1.01849 -1.41875 2.05363
H -2.04005 -1.45419 0.59684
H -1.12866 0.79521 0.96079
H -1.67839 2.21472 -0.17103
H 1.01127 -0.73630 1.61233
H 0.74222 1.23430 -1.47420
H 2.91246 2.23164 0.42119
H 1.06301 -2.12655 -1.47179
*
```

LUMO energy (spin up / spin down) ... 0.237 / -1.660 eV
HOMO-LUMO gap (spin up / spin down) ... 0.22237 / 0.31937 hartree
F_max ... 10.49 eV Å⁻¹

Charge distribution, Mulliken scheme, values in e: number 1, C, carries 0.38; number 2, C, carries -1.84; number 3, C, carries -0.81; number 4, C, carries 0.17; number 5, C, carries 0.14; number 6, C, carries -0.85; number 7, N, carries 0.85; number 8, N, carries -0.43; number 9, O, carries -0.55; number 10, O, carries -0.52; number 11, O, carries -0.49; number 12, O, carries -0.61; number 13, H, carries 0.52; number 14, H, carries 0.41; number 15, H, carries 0.45; number 16, H, carries 0.35; number 17, H, carries 0.31; number 18, H, carries 0.24; number 19, H, carries 0.26; number 20, H, carries 0.37; number 21, H, carries 0.46; number 22, H, carries 0.46; number 23, H, carries 0.34; number 24, H, carries 0.40

No. 3
C38H36FN6O5S5Zr | the ωB97M-V functional and the def2-TZVPD basis

The geometry in ORCA input format:
```
! wB97M-V def2-TZVPD RIJCOSX def2/J DEFGRID3
* xyz 1 1
Zr -1.74759 1.85593 -0.89692
C -2.78704 -0.83744 2.84091
C -4.03259 -0.11179 2.36658
S -3.85290 1.24438 1.17103
C -5.20543 0.85580 0.06407
C -5.00771 -0.37140 -0.83965
S -3.31782 -0.66914 -1.45321
C -3.02841 -2.34368 -0.84516
C -3.04665 -2.63308 0.65254
S -1.82126 -1.71033 1.59127
H -3.08197 -1.53315 3.62747
H -2.07583 -0.12732 3.26774
H -4.50400 0.34259 3.23886
H -4.75389 -0.81400 1.94940
H -5.31942 1.75987 -0.53086
H -6.11094 0.72664 0.65900
H -5.66028 -0.27949 -1.70652
H -5.29515 -1.28258 -0.31587
H -2.06858 -2.63802 -1.27695
H -3.78708 -2.96029 -1.33340
H -2.85016 -3.69825 0.78641
H -4.03944 -2.45467 1.06303
C 1.64132 -4.88217 -3.12774
C 2.38766 -3.56360 -3.21263
N 1.73101 -2.49698 -2.43398
C 0.92477 -1.63502 -3.07120
C 0.21326 -0.63737 -2.46309
C -0.54114 0.32132 -3.34125
O -0.63195 0.10384 -4.52456
O -0.99835 1.36427 -2.70416
C 0.29161 -0.51300 -1.06407
O -0.37945 0.29699 -0.37381
C 1.21873 -1.39053 -0.36934
C 1.42209 -1.21066 1.00248
C 2.28916 -2.02739 1.65580
F 2.54118 -1.82176 2.96552
C 2.95856 -3.07692 1.00351
C 2.76217 -3.24813 -0.34877
C 1.91136 -2.38715 -1.06054
N 3.85034 -3.95371 1.68684
C 5.26391 -3.69961 1.46410
C 6.06875 -4.94582 1.75993
N 5.77960 -5.38136 3.17835
C 4.29750 -5.60220 3.39431
C 3.57534 -4.31261 3.06760
H 2.16655 -5.64435 -3.70320
H 0.63702 -4.78016 -3.53999
H 1.55048 -5.23023 -2.09759
H 2.43320 -3.20735 -4.23917
H 3.41795 -3.65001 -2.87009
H 0.84656 -1.73817 -4.14741
H 0.90320 -0.41379 1.51993
H 3.25614 -4.07661 -0.83791
H 5.63007 -2.86518 2.08540
H 5.43784 -3.42351 0.42618
H 7.14076 -4.78264 1.67634
H 5.76523 -5.77449 1.12353
H 6.09630 -4.64832 3.81891
H 6.31142 -6.22024 3.41303
H 4.16318 -5.90616 4.42985
H 4.00863 -6.40996 2.72515
H 3.88395 -3.53361 3.77805
H 2.50853 -4.47222 3.21142
S -3.76937 2.25382 -2.51287
C -2.97292 3.81657 -2.73123
C -2.48578 4.20510 -3.97903
C -1.92171 5.45506 -4.16303
C -1.40765 5.81854 -5.46430
N -1.00322 6.10815 -6.49991
C -1.84494 6.34417 -3.08101
C -2.30830 5.96181 -1.83575
C -2.84226 4.68799 -1.63318
S -3.20729 4.08629 -0.04301
C -1.23884 7.65000 -3.22760
N -0.74164 8.68283 -3.30520
H -2.54288 3.51683 -4.81135
H -2.22915 6.64619 -1.00136
O -0.35718 3.42933 -0.90186
C -0.46093 3.58449 0.36013
N -0.87101 2.53255 1.07718
C -0.85154 2.88556 2.42675
O -1.18657 2.17735 3.34491
C -0.30799 4.29211 2.50491
C -0.08279 5.11278 3.58471
C 0.40124 6.39499 3.31799
C 0.64636 6.82117 2.01450
C 0.41023 5.98204 0.92531
C -0.06974 4.72477 1.21275
H -0.28419 4.78034 4.59468
H 0.58448 7.07540 4.13935
H 1.01816 7.82279 1.84407
H 0.58711 6.30699 -0.09202
*
```

LUMO energy ... -3.570 eV
HOMO-LUMO gap ... 0.18522 hartree
F_max ... 2.35 eV Å⁻¹

Charge distribution, Mulliken scheme, values in e: number 1, Zr, carries -0.48; number 2, C, carries -0.65; number 3, C, carries -1.27; number 4, S, carries 0.45; number 5, C, carries -0.85; number 6, C, carries -1.24; number 7, S, carries 0.43; number 8, C, carries -0.92; number 9, C, carries -0.99; number 10, S, carries 0.18; number 11, H, carries 0.58; number 12, H, carries 0.14; number 13, H, carries 0.59; number 14, H, carries 0.46; number 15, H, carries 0.42; number 16, H, carries 0.58; number 17, H, carries 0.56; number 18, H, carries 0.59; number 19, H, carries 0.21; number 20, H, carries 0.64; number 21, H, carries 0.58; number 22, H, carries 0.37; number 23, C, carries -1.05; number 24, C, carries -1.08; number 25, N, carries 0.27; number 26, C, carries -0.15; number 27, C, carries -0.44; number 28, C, carries -0.11; number 29, O, carries -0.72; number 30, O, carries -0.33; number 31, C, carries 1.10; number 32, O, carries -0.42; number 33, C, carries 0.84; number 34, C, carries -0.59; number 35, C, carries 0.31; number 36, F, carries -0.36; number 37, C, carries -1.61; number 38, C, carries -1.09; number 39, C, carries 0.95; number 40, N, carries 0.35; number 41, C, carries -0.49; number 42, C, carries -0.72; number 43, N, carries -0.17; number 44, C, carries -0.99; number 45, C, carries -0.60; number 46, H, carries 0.41; number 47, H, carries 0.34; number 48, H, carries 0.31; number 49, H, carries 0.49; number 50, H, carries 0.45; number 51, H, carries 0.56; number 52, H, carries 0.65; number 53, H, carries 0.60; number 54, H, carries 0.24; number 55, H, carries 0.46; number 56, H, carries 0.40; number 57, H, carries 0.36; number 58, H, carries 0.40; number 59, H, carries 0.35; number 60, H, carries 0.44; number 61, H, carries 0.36; number 62, H, carries 0.44; number 63, H, carries 0.51; number 64, S, carries -0.41; number 65, C, carries 0.76; number 66, C, carries -1.19; number 67, C, carries 0.41; number 68, C, carries -0.24; number 69, N, carries -0.53; number 70, C, carries 0.82; number 71, C, carries -0.75; number 72, C, carries 0.46; number 73, S, carries -0.27; number 74, C, carries -0.24; number 75, N, carries -0.53; number 76, H, carries 0.54; number 77, H, carries 0.58; number 78, O, carries -0.67; number 79, C, carries 1.61; number 80, N, carries 0.81; number 81, C, carries -0.31; number 82, O, carries -0.69; number 83, C, carries 0.03; number 84, C, carries -0.47; number 85, C, carries -0.50; number 86, C, carries -0.75; number 87, C, carries -0.32; number 88, C, carries -0.15; number 89, H, carries 0.50; number 90, H, carries 0.41; number 91, H, carries 0.44; number 92, H, carries 0.59

One value per record, in order, for energy relative to the best compared isomer or geometry (same formula, charge and spin): 0.722, 1.261, 2.579 eV.
One value per record, in order, for energy: -80655.87740, -17579.06270, -117341.63797 eV.